No. 1
Entry from the OMol25 dataset: a structure of composition C38H22BrF16NO2PPt (the ωB97M-V functional and the def2-TZVPD basis).

```
82
Properties=species:S:1:pos:R:3:forces:R:3:lowdin_charge:R:1
Pt 0.265676 0.071210 -0.354257 0.608 -0.397 -0.098 1.08
C 6.457230 -3.230502 -0.946144 -0.047 0.028 0.021 -0.07
C 5.250102 -2.466079 -0.463809 0.047 -0.043 0.048 -0.28
C 4.772799 -2.592896 0.838078 0.003 0.004 0.025 -0.05
C 3.640362 -1.927778 1.253042 0.076 -0.045 0.001 -0.02
C 2.908226 -1.097810 0.380039 0.067 0.223 0.047 -0.22
N 1.769715 -0.478670 0.805194 -0.129 0.039 0.307 -0.12
C 1.504629 -0.286377 2.166092 0.209 -0.317 -0.209 -0.25
C 2.418949 0.456004 2.919538 0.043 0.026 0.109 -0.01
C 2.264925 0.622851 4.280576 0.006 -0.056 -0.025 -0.04
C 1.191231 0.034102 4.943760 0.039 0.044 0.041 -0.27
C 0.987209 0.222970 6.425250 0.007 -0.025 -0.041 -0.06
C 0.282434 -0.695831 4.193955 -0.046 0.019 -0.045 0.01
C 0.388361 -0.835140 2.808284 -0.307 0.145 0.093 -0.06
C -0.618031 -1.670442 1.988673 0.185 -0.124 0.194 -0.32
O -0.518550 -1.552432 0.636664 -1.081 0.190 0.293 -0.29
C -0.284964 -3.161755 2.310737 0.180 0.037 -0.098 -0.54
F -0.648003 -3.507638 3.567672 -0.014 0.001 0.019 0.14
F 1.034951 -3.382202 2.222893 -0.054 -0.008 -0.063 0.16
F -0.875209 -4.016392 1.469449 -0.046 -0.034 0.055 0.16
C -2.138293 -1.434074 2.415940 0.162 -0.195 -0.163 -0.50
F -2.743189 -0.675023 1.505720 0.097 -0.118 0.126 0.14
F -2.843349 -2.587725 2.450455 0.038 0.007 0.045 0.14
F -2.336255 -0.837918 3.603829 -0.097 -0.015 -0.015 0.13
C 3.401555 -0.933730 -0.928712 -0.040 -0.155 -0.109 -0.07
C 4.551925 -1.624564 -1.311878 -0.070 0.002 -0.085 0.00
C 2.738931 0.069617 -1.887851 -0.019 0.108 0.111 -0.34
O 1.796832 0.915390 -1.340554 0.366 0.285 -0.715 -0.43
C 2.166868 -0.678494 -3.146149 0.011 0.195 0.087 -0.54
F 3.030311 -1.551287 -3.696945 -0.005 -0.001 -0.065 0.14
F 1.065301 -1.376047 -2.850089 -0.006 0.005 0.086 0.13
F 1.830749 0.194638 -4.117826 -0.037 0.000 0.034 0.13
C 3.856356 1.050958 -2.384988 -0.034 -0.007 0.108 -0.54
F 4.675761 0.499940 -3.303834 0.083 0.030 -0.052 0.14
F 4.621840 1.456528 -1.363725 -0.004 0.022 0.025 0.16
F 3.366786 2.163636 -2.954032 0.031 -0.056 -0.033 0.07
H 7.113624 -3.494697 -0.115225 0.004 0.012 -0.002 0.07
H 7.037472 -2.644724 -1.661538 -0.001 0.003 0.008 0.07
H 6.170891 -4.160830 -1.444733 -0.003 -0.001 0.004 0.07
H 5.292361 -3.236423 1.541615 0.002 0.007 -0.003 0.11
H 3.284633 -2.051556 2.267178 0.005 -0.035 -0.030 0.11
H 3.270389 0.875981 2.397798 -0.011 0.014 0.013 0.12
H 2.995318 1.198835 4.839475 -0.016 0.017 -0.008 0.11
H 1.937830 0.359070 6.942994 -0.001 -0.012 -0.001 0.07
H 0.477610 -0.635347 6.865452 0.012 -0.002 -0.002 0.07
H 0.373554 1.104716 6.627286 0.003 0.005 0.007 0.08
H -0.528791 -1.181380 4.717253 0.045 0.032 0.000 0.11
H 4.935764 -1.491637 -2.314448 -0.024 -0.037 0.041 0.11
F -3.079409 5.883492 -4.583360 0.011 -0.015 0.027 0.13
C -2.747084 4.805312 -3.872177 0.000 0.128 -0.077 -0.14
C -3.722910 3.970969 -3.379969 -0.051 -0.038 0.058 -0.14
F -5.011149 4.235602 -3.617467 0.018 -0.011 0.002 0.12
C -3.363411 2.855622 -2.644714 0.008 0.011 -0.050 -0.24
F -4.398699 2.114969 -2.239624 -0.046 -0.100 0.267 0.09
C -2.039177 2.501077 -2.378000 -0.143 -0.162 -0.043 -0.25
P -1.685175 0.972748 -1.308999 0.060 -0.042 0.109 1.00
C -2.610005 1.589748 0.157638 -0.114 0.013 -0.117 -0.37
C -1.867651 2.364446 1.046460 -0.006 0.076 0.002 -0.10
C -2.461796 2.893556 2.184252 0.042 -0.037 -0.043 -0.08
C -3.798038 2.638103 2.451134 -0.050 -0.027 -0.023 -0.09
C -4.533438 1.837577 1.586578 0.021 0.052 0.029 -0.08
C -3.942418 1.315390 0.448257 -0.005 0.125 -0.183 -0.11
C -2.652574 -0.321476 -2.180043 -0.007 0.051 -0.032 -0.33
C -2.585498 -1.602887 -1.628309 -0.121 -0.006 0.087 -0.08
C -3.231709 -2.665451 -2.243758 0.019 0.008 -0.002 -0.07
C -3.921221 -2.476698 -3.431855 -0.011 0.010 0.003 -0.09
C -3.947018 -1.218519 -4.014949 0.031 0.002 0.036 -0.08
C -3.315483 -0.149967 -3.394905 0.087 -0.088 -0.067 -0.09
C -1.077410 3.378789 -2.887101 -0.071 0.147 0.074 -0.59
Br 0.728682 3.104472 -2.579992 0.076 0.019 -0.004 1.03
C -1.427325 4.506846 -3.612656 -0.002 0.005 -0.033 -0.27
F -0.500182 5.346103 -4.082480 0.005 -0.032 0.011 0.07
H -0.813088 2.533524 0.859179 0.013 0.011 -0.014 0.09
H -1.869714 3.485654 2.870439 -0.004 0.009 -0.008 0.10
H -4.263351 3.047445 3.339303 0.012 -0.023 0.011 0.10
H -5.565404 1.598691 1.812188 0.003 0.016 -0.014 0.10
H -4.506185 0.649529 -0.189555 -0.043 0.020 -0.096 0.11
H -2.019348 -1.778610 -0.720074 0.020 0.050 0.000 0.07
H -3.169655 -3.649131 -1.795815 -0.018 0.005 0.007 0.11
H -4.422244 -3.308401 -3.912085 0.021 -0.001 -0.003 0.10
H -4.452772 -1.063993 -4.959869 0.001 0.002 0.004 0.10
H -3.322967 0.806424 -3.895825 0.009 0.003 0.000 0.09
```
Positions in Å, forces in eV/Å.

The HOMO-LUMO gap is 6.4 eV. The LUMO energy is 2.222 eV. The total charge is -1.

=====

No. 2
Entry from the OMol25 dataset: a structure of composition C38H26BrCrN2OP (the ωB97M-V functional and the def2-TZVPD basis).

```
70
Properties=species:S:1:pos:R:3:forces:R:3:lowdin_charge:R:1
Cr 0.750430 -0.539403 -0.950808 1.443 -0.805 0.324 0.71
Br 6.343183 4.212728 -2.292981 0.005 -0.006 0.004 0.77
C 5.134133 2.824725 -1.874319 0.162 -0.047 0.003 -0.69
C 5.620284 1.545662 -1.580911 -0.004 0.021 -0.001 -0.09
C 4.749496 0.528780 -1.270035 0.036 -0.110 0.027 0.01
C 3.365529 0.746413 -1.250100 -0.007 -0.157 0.037 -0.29
O 2.560848 -0.264432 -0.948133 -0.438 0.491 -0.042 -0.16
C 2.882897 2.034895 -1.547739 -0.045 0.088 -0.032 -0.12
C 1.482152 2.357106 -1.493626 -0.010 0.020 0.045 -0.02
N 0.555764 1.494414 -1.295387 -0.310 0.043 0.045 0.03
C -0.829247 1.860130 -0.996674 0.093 0.063 0.054 -0.28
C -1.455330 3.291166 -1.035711 -0.024 0.002 -0.046 -0.13
C -2.440634 3.578481 -2.120025 0.077 0.055 0.095 -0.02
C -3.080482 2.598332 -2.745282 -0.033 -0.118 -0.040 -0.01
C -2.747412 1.185453 -2.512030 -0.074 0.158 -0.033 -0.12
C -3.444594 0.151913 -3.128177 -0.090 -0.019 -0.069 0.02
C -3.024728 -1.152124 -2.959659 -0.043 -0.057 -0.028 -0.01
C -1.874533 -1.400041 -2.235612 0.054 0.061 0.066 -0.06
N -1.178218 -0.412729 -1.651771 -0.561 0.178 -0.300 0.03
C -1.650431 0.845854 -1.736247 0.080 -0.097 0.049 -0.13
C 3.790205 3.067729 -1.850664 -0.148 0.012 -0.005 -0.08
H 6.686606 1.362170 -1.595160 -0.024 0.002 -0.002 0.11
H 5.109875 -0.465027 -1.036944 0.018 0.038 -0.012 0.13
H 1.218716 3.409538 -1.597990 0.006 0.017 0.001 0.14
H -0.695016 4.069594 -0.980253 0.013 0.000 0.035 0.14
H -2.667210 4.614275 -2.344075 -0.006 -0.028 0.004 0.12
H -3.839282 2.812915 -3.488733 0.020 -0.021 0.016 0.12
H -4.307291 0.378061 -3.744636 0.032 -0.004 0.023 0.13
H -3.553217 -1.977620 -3.415335 0.004 0.015 0.013 0.12
H -1.478965 -2.398248 -2.121242 -0.007 0.009 -0.020 0.11
H 3.414564 4.060241 -2.068480 -0.013 -0.024 0.003 0.11
C 2.411825 0.449032 4.824064 0.001 0.002 0.006 -0.07
C 1.111428 0.928551 4.758957 0.002 0.020 -0.002 -0.07
C 0.317305 0.636861 3.658111 -0.004 -0.029 0.042 -0.08
C 0.830975 -0.137467 2.622656 0.073 -0.022 -0.057 -0.33
C 2.142579 -0.610596 2.685243 -0.023 0.025 -0.013 -0.07
C 2.927695 -0.321647 3.788825 0.003 0.009 0.007 -0.06
P -0.156683 -0.593263 1.181447 -0.038 0.202 0.095 1.10
C -1.530150 0.569687 1.148047 0.177 0.045 -0.074 -0.31
C -2.834723 0.339496 1.267979 -0.248 0.039 0.026 -0.04
C -3.823503 1.379895 0.916902 0.057 -0.143 0.076 -0.04
C -3.472473 2.595572 0.500017 0.099 0.093 -0.062 -0.03
C -2.039297 3.035877 0.405855 -0.017 -0.030 -0.045 -0.15
C -1.055739 1.864306 0.557343 -0.070 -0.085 -0.052 -0.17
C -0.681426 -2.301847 1.376460 0.012 -0.005 -0.140 -0.28
C -1.352905 -2.835793 2.443064 -0.027 -0.052 0.018 -0.06
C -1.595763 -4.225239 2.483914 -0.008 0.027 0.027 -0.06
C -1.139037 -5.038120 1.482249 0.002 -0.026 -0.018 -0.01
C -0.428117 -4.512515 0.375511 0.012 -0.012 -0.024 -0.16
C 0.087861 -5.326655 -0.668163 -0.029 -0.008 0.060 -0.02
C 0.793167 -4.772472 -1.696585 0.026 0.028 -0.009 -0.06
C 0.996885 -3.370305 -1.754622 -0.026 -0.005 0.115 -0.09
C 0.512270 -2.530229 -0.778457 -0.254 -0.054 -0.160 -0.22
C -0.205362 -3.120321 0.312655 0.030 0.108 0.024 -0.20
H 3.028041 0.678284 5.684172 -0.015 -0.008 -0.019 0.11
H 0.712970 1.528268 5.567268 0.007 -0.010 -0.018 0.11
H -0.702260 1.002573 3.610454 0.016 -0.002 0.009 0.11
H 2.542658 -1.200463 1.867303 0.011 0.008 0.013 0.11
H 3.943641 -0.691209 3.842021 -0.021 0.005 -0.006 0.11
H -3.195539 -0.627453 1.602396 -0.021 0.033 -0.014 0.11
H -4.872962 1.130866 1.015127 0.029 -0.018 0.004 0.11
H -4.235087 3.331566 0.271727 0.001 -0.039 -0.014 0.12
H -1.878426 3.875742 1.082278 0.012 0.005 0.036 0.15
H -0.116118 2.181755 1.014360 0.021 0.066 0.004 0.16
H -1.679058 -2.206320 3.263860 0.015 -0.022 -0.006 0.12
H -2.127754 -4.649131 3.325531 0.006 0.010 -0.014 0.11
H -1.307261 -6.107875 1.534039 -0.002 0.024 -0.009 0.12
H -0.076265 -6.397315 -0.629345 -0.005 0.022 0.004 0.12
H 1.193080 -5.404705 -2.479435 0.005 0.017 0.012 0.11
H 1.555436 -2.968344 -2.594521 -0.011 0.002 -0.036 0.11
```
Positions in Å, forces in eV/Å.

The HOMO-LUMO gap (spin up / spin down) is 7.3 / 7.7 eV. The LUMO energy (spin up / spin down) is -3.363 / -3.087 eV. The total charge is +1. Its expectation value of S² is 0.763. As for the spin multiplicity: 2. The calculation puts the energy relative to the best compared isomer or geometry (same formula, charge and spin) at 48.5 kcal per mole.

=====

No. 3
Entry from the OMol25 dataset: a structure of composition C38H26Cl5F3OReSSb (the ωB97M-V functional and the def2-TZVPD basis).

```
76
Properties=species:S:1:pos:R:3:forces:R:3:lowdin_charge:R:1
Re -15.133910 12.565055 12.731639 0.591 -1.071 0.303 1.30
Cl -13.595838 15.665169 14.425472 0.153 0.859 0.185 0.80
C -12.819306 14.136115 14.584347 0.209 -0.129 0.061 -0.68
C -13.473865 13.026348 14.073998 -0.136 -0.069 -0.886 -0.40
C -12.771034 11.853306 14.275689 -1.322 -1.274 -0.347 -0.55
Cl -13.658231 10.466451 13.402211 1.129 1.254 0.935 0.76
C -11.691028 11.673188 15.100786 0.942 -0.073 0.832 -0.65
Cl -11.064916 10.110203 15.469438 -0.240 0.619 -0.236 0.78
C -11.088371 12.851349 15.662824 -0.715 -0.044 -1.851 -0.70
Cl -9.695775 12.868163 16.551370 0.875 -0.669 0.772 0.86
C -11.584574 14.091068 15.237962 -0.634 0.861 0.559 -0.65
Cl -10.815323 15.603793 15.652608 -0.308 -1.031 -0.111 0.75
O -15.923974 10.843620 11.892563 0.550 0.899 -0.181 -0.74
S -17.343957 10.221061 11.864364 -0.331 0.002 0.023 1.08
C -17.047688 8.493522 11.259821 0.520 0.946 2.002 -0.20
C -15.997523 7.724324 12.064544 0.733 1.110 -2.321 -0.28
C -16.162179 6.753604 13.032994 -0.777 0.742 -0.028 -0.06
C -15.090776 5.960771 13.372918 1.775 -0.367 0.109 -0.02
C -13.785748 6.144315 12.756455 -2.059 -0.636 -0.436 -0.01
C -13.638422 7.139110 11.784300 -1.202 0.037 1.581 -0.06
C -14.731254 7.943004 11.484554 -0.217 -0.433 -0.021 -0.10
C -17.636630 9.988033 13.586787 -0.426 -1.000 1.065 -0.29
C -17.767030 11.301642 14.306165 -0.351 0.161 -0.356 -0.27
C -18.980816 11.977960 14.425025 0.320 0.338 0.183 0.00
C -19.050874 13.238195 15.048639 0.733 -1.518 0.307 -0.01
C -17.900065 13.796232 15.595433 0.277 0.640 -0.441 -0.04
C -16.681086 13.152326 15.476562 -0.284 -0.550 -0.967 -0.05
C -16.611192 11.905236 14.810708 -0.799 1.172 0.503 -0.16
H -16.609221 8.822965 10.338394 -0.155 -0.508 -0.951 0.08
H -18.072740 8.165668 11.167990 -0.164 -0.632 -0.194 0.11
H -17.159873 6.689691 13.468766 0.318 -0.625 0.114 0.13
H -15.279619 5.183807 14.125067 0.446 0.235 -0.440 0.12
H -13.016197 5.369872 12.807442 -0.179 0.415 0.659 0.12
H -12.709794 7.331493 11.326902 0.964 -0.075 -0.618 0.10
H -14.659722 8.664214 10.672073 0.182 -0.102 0.172 0.11
H -16.891580 9.312950 14.051226 0.135 0.500 -0.489 0.12
H -18.533949 9.367812 13.585419 -0.479 0.277 0.227 0.12
H -19.877109 11.501138 14.073301 -0.314 -0.037 -0.152 0.13
H -20.005887 13.669983 15.231726 -0.566 0.476 -0.124 0.12
H -17.929842 14.778718 16.046043 -0.159 -0.071 0.249 0.12
H -15.750458 13.568477 15.813002 0.095 0.236 0.535 0.10
H -15.762831 11.324507 15.024485 1.267 -0.945 -0.040 0.08
F -19.135125 19.052261 13.005782 -0.764 0.783 0.265 0.14
C -18.072218 18.303165 12.851606 -1.388 -0.525 1.864 -0.27
C -17.719903 17.493782 13.929754 2.005 -0.447 -1.616 0.06
C -16.590577 16.682044 13.703324 -1.052 0.765 0.134 -0.14
C -16.013440 16.655455 12.435405 0.545 -1.012 0.833 -0.35
C -16.512030 17.431661 11.400226 2.149 -1.355 -1.339 -0.11
C -17.527205 18.292644 11.612763 -0.422 0.472 -0.597 0.03
Sb -14.600391 15.064031 12.084890 -0.825 1.556 -0.273 1.55
C -13.145307 15.782713 10.795592 -0.083 -1.243 -0.580 -0.39
C -13.021456 17.148718 10.685896 0.506 0.562 0.345 -0.13
C -11.974578 17.695833 9.986460 0.787 -0.288 -1.073 0.05
C -11.125622 16.816949 9.268576 -0.036 0.017 0.311 -0.21
F -10.184594 17.345781 8.511230 -0.048 -0.075 0.199 0.14
C -11.218297 15.405917 9.343099 -1.213 1.668 0.211 0.05
C -12.292720 14.930295 10.075235 0.808 -0.479 0.623 -0.11
C -16.368611 13.625878 11.294828 0.852 -0.876 1.148 -0.49
C -15.940563 13.838743 9.965233 -1.364 0.265 0.495 -0.15
C -16.876869 14.358092 9.107667 -0.184 0.202 -0.950 0.04
C -18.165557 14.617311 9.575616 0.498 0.269 -1.344 -0.27
F -18.999683 14.981192 8.631864 -0.775 0.410 -0.114 0.14
C -18.587691 14.491962 10.873769 -1.471 -0.565 1.262 0.05
C -17.646169 13.948578 11.759190 -1.232 0.499 -1.103 -0.11
H -18.238603 17.486080 14.853447 -0.405 0.283 0.645 0.12
H -16.201818 16.130956 14.537869 0.067 -0.408 0.128 0.05
H -16.013805 17.290986 10.434658 -0.504 0.409 0.063 0.12
H -18.022667 18.906765 10.882062 0.274 0.146 -0.413 0.15
H -13.662959 17.820829 11.201683 -0.561 0.404 0.440 0.10
H -11.824951 18.784274 9.955108 0.002 -0.642 -0.175 0.15
H -10.552215 14.741250 8.826476 0.243 0.033 -0.177 0.13
H -12.314207 13.853888 10.176688 -0.434 -0.167 0.093 0.11
H -14.990264 13.554850 9.583096 0.792 -0.220 -0.042 0.10
H -16.669676 14.529526 8.033198 -0.175 -0.154 0.806 0.16
H -19.699030 14.668345 11.182342 2.306 -0.212 -0.700 0.19
H -18.065420 13.727347 12.729038 0.703 0.005 0.442 0.08
```
Positions in Å, forces in eV/Å.

The HOMO-LUMO gap (spin up / spin down) is 6.5 / 5.6 eV. The LUMO energy (spin up / spin down) is -9.593 / -10.511 eV. The total charge is +3. Its expectation value of S² is 3.798. As for the spin multiplicity: 4.